No. 1
{
  "formula": "C19H43Cl3OSi4Sn",
  "method": "ωB97M-V/def2-TZVPD",
  "total_charge": -2,
  "homo_lumo_gap_ev": [3.4, 3.4],
  "e_lumo_ev": [3.99, 3.99],
  "largest_force_ev_per_a": 2.90,
  "total_energy_ha": -3577.97923,
  "e_homo_ev": [0.58, 0.57],
  "species": ["H", "H", "C", "H", "C", "H", "C", "O", "Si", "H", "H", "Cl", "C", "H", "C", "Cl", "Si", "H", "C", "C", "C", "C", "C", "H", "H", "H", "H", "H", "H", "H", "Cl", "H", "Sn", "H", "H", "H", "H", "C", "C", "H", "C", "Si", "H", "H", "H", "H", "H", "C", "H", "H", "C", "H", "H", "H", "H", "C", "H", "H", "H", "C", "Si", "H", "C", "C", "H", "H", "H", "H", "H", "H", "H"],
  "xyz": [[0.0009, -2.2912, 2.8105], [3.6847, -1.0973, 4.4197], [-2.7739, -2.3856, -1.8649], [1.9935, -2.8465, 0.9457], [3.3902, -0.2677, 3.7562], [5.0583, 1.5501, -0.6423], [-2.9712, -0.5197, -3.1951], [-0.3960, -1.9460, -0.2341], [2.9217, 2.1099, 0.3324], [-3.8225, -4.1392, -1.3239], [-0.3565, -1.7928, -5.1128], [0.5152, 1.2172, -3.7446], [-1.8000, -2.4780, -2.9012], [-2.2087, -4.0117, -0.6238], [-0.7434, 3.7074, 1.7293], [2.1855, -2.1329, -2.1725], [1.2819, 0.7865, 1.2401], [-1.3281, -4.3480, -3.7995], [-0.8679, -3.5952, -3.1308], [0.6438, -1.7132, 3.4941], [2.2585, 3.1452, -1.0922], [3.6841, 3.1059, 1.7623], [-1.9061, -1.3127, -3.7196], [-1.4990, 3.6370, 0.9343], [3.0868, 3.7972, -1.4138], [-2.6476, 1.5958, 3.0749], [-0.6083, -4.0760, -2.1770], [-0.4531, -0.0653, -4.6643], [4.4971, 3.7300, 1.3491], [-1.1546, 4.3056, 2.5569], [-1.3149, 0.9135, -0.7495], [-1.2044, -1.6457, 0.2425], [0.7619, -0.5026, -1.0630], [0.0795, -3.2561, -3.5780], [-4.1698, 0.4015, -4.6447], [4.2904, 0.0963, 3.2422], [-5.4753, -0.7231, -1.6260], [-4.5088, -0.6258, -1.1307], [-1.1063, -1.0049, -4.9165], [0.1199, 4.2357, 1.3097], [2.7705, -2.3147, 1.5092], [2.0886, -0.9146, 2.5631], [-2.3498, 0.9402, 1.4484], [0.4626, 1.3056, 4.7677], [-3.5329, -3.0319, 0.0101], [0.0164, -1.0002, 4.0477], [-1.7447, -0.7548, -5.7876], [-3.0945, -3.4411, -0.8977], [1.3909, 3.7640, -0.8157], [1.3001, 2.7841, 4.2450], [0.3343, 2.2525, 4.2171], [-1.8283, 0.0239, 2.8795], [-4.3711, 0.4290, -0.8714], [4.0984, 2.4629, 2.5577], [2.9539, 3.7838, 2.2303], [-3.4820, -1.1667, -2.0306], [-0.3994, 2.8704, 4.7682], [-4.0657, 1.3301, -3.1120], [3.5139, -2.0057, 0.7691], [4.1651, 0.9494, -0.4370], [-0.3294, 2.0142, 2.4287], [3.0250, 0.5523, 4.3887], [-1.9332, 1.0309, 2.4617], [-3.4927, 0.7101, -3.8233], [1.0921, -2.4170, 4.2155], [1.9866, 2.5226, -1.9676], [4.4630, 0.1078, 0.1946], [-4.5583, -1.1910, -0.1993], [-2.6872, 1.3386, -4.2507], [3.2518, -3.0229, 2.1987], [3.8186, 0.5305, -1.3871]]
}

***

No. 2
{
  "formula": "C19H36BBiN7S2Si",
  "method": "ωB97M-V/def2-TZVPD",
  "total_charge": 1,
  "relative_energy_kcal_mol": 1.9,
  "homo_lumo_gap_ev": 7.5,
  "e_lumo_ev": -2.55,
  "largest_force_ev_per_a": 0.14,
  "total_energy_ha": -2454.08169,
  "e_homo_ev": -10.02,
  "species": ["C", "Bi", "H", "N", "H", "H", "H", "H", "H", "H", "Si", "H", "H", "H", "H", "C", "C", "H", "H", "H", "C", "C", "C", "B", "S", "H", "H", "H", "C", "C", "N", "C", "H", "N", "H", "N", "H", "H", "H", "H", "C", "H", "N", "H", "N", "C", "H", "N", "H", "H", "C", "C", "C", "H", "H", "S", "H", "H", "C", "H", "C", "C", "C", "H", "C", "H", "H"],
  "xyz": [[-2.2624, 0.9614, -1.5653], [0.4031, -0.0695, 0.2597], [5.2577, 2.8232, 0.4720], [3.5698, -0.1310, -1.6721], [-3.8449, 0.2414, -0.2850], [2.6560, -4.7598, 2.9445], [-1.6700, 1.8730, -1.6567], [-0.7177, -2.6578, 0.6600], [2.8115, 0.2219, 0.4593], [2.6151, 5.6615, -2.5970], [2.0010, -2.9372, 4.4783], [-2.6891, -1.5246, -2.5914], [-2.7513, -2.4572, 2.0047], [1.6676, 5.8487, -1.1032], [-1.0417, -2.0975, -2.3139], [2.0910, -4.7018, 3.8764], [2.5354, 2.7680, -1.2668], [3.0944, -3.0344, -4.6324], [-3.5303, 1.9454, -0.1727], [-2.9996, 0.9650, -2.3780], [1.0426, -1.2263, 2.1116], [-3.0379, 0.9729, -0.2481], [0.7467, -2.7516, 5.8474], [3.6692, 0.6240, -0.3076], [1.5977, -1.9742, -1.0844], [4.3611, -2.2863, 4.1493], [-2.4503, -3.1873, -0.7001], [0.5957, -1.7009, 6.1003], [4.3896, 3.1003, -0.0977], [2.3424, -2.4027, -4.1654], [-1.3201, -0.1522, -1.7087], [2.7429, -1.1005, -2.0570], [1.7390, -1.9223, -4.9343], [2.9980, -1.3945, -3.3482], [4.1073, -2.9628, 5.7622], [-2.2268, 0.7167, 0.9619], [2.5820, -5.3454, 4.6088], [-1.2765, -1.6963, 2.5999], [5.1096, 0.9740, -2.6697], [4.4042, -0.6449, -4.7904], [-2.2929, -2.1151, -0.5668], [-3.2558, -1.7047, -0.2697], [2.7974, 4.0947, -1.2265], [-2.1152, 1.5842, 1.4698], [-1.3440, -1.8662, 0.5373], [-1.8470, -1.4983, -1.8901], [4.7507, 0.4370, 0.1791], [3.5208, 2.1429, -0.5897], [-3.8435, -0.4400, 1.6719], [1.0925, -5.1042, 3.6943], [3.6764, -2.3120, 4.9986], [1.4224, -1.9062, 3.0483], [-2.0358, -1.6500, 1.8233], [1.0772, -3.2694, 6.7502], [-0.6646, 0.0671, -2.4505], [1.1794, 2.0467, -2.0242], [-2.7123, 0.0710, 2.8980], [4.3481, 5.2967, -0.3410], [2.0118, 5.1405, -1.8553], [3.6129, -1.3037, 5.4106], [4.3704, 0.1968, -2.7428], [-2.7795, -0.2986, 1.8748], [3.9494, 4.3102, -0.4945], [1.7054, -3.0134, -3.5336], [4.0248, -0.5859, -3.7863], [-0.2170, -3.1742, 5.5557], [1.1574, 4.6795, -2.3412]]
}

***

No. 3
{
  "formula": "C6H7NO",
  "method": "ωB97M-V/def2-TZVPD",
  "relative_energy_kcal_mol": 162.5,
  "homo_lumo_gap_ev": 9.6,
  "e_lumo_ev": 0.60,
  "largest_force_ev_per_a": 8.04,
  "total_energy_ha": -362.55448,
  "e_homo_ev": -8.95,
  "species": ["H", "C", "C", "H", "H", "C", "H", "H", "C", "O", "N", "H", "C", "H", "C"],
  "xyz": [[0.5635, -1.7599, -1.1259], [-1.5152, -0.2381, 0.6413], [0.6469, 0.5403, -0.5664], [0.0592, 1.2164, -1.2492], [-1.9276, 0.4479, 1.7705], [-2.7111, -0.0246, -0.2269], [-2.4876, -0.2817, -1.3553], [2.2516, 2.1396, 0.3070], [2.1063, 0.9750, 0.0018], [2.2664, -1.1664, 0.0928], [2.9083, 0.0798, 0.2561], [0.6838, -0.4431, 1.3615], [0.0010, -0.4273, 0.5244], [-3.7409, -0.0230, 0.0217], [0.8954, -1.0349, -0.4535]]
}

***

No. 4
{
  "formula": "C5H13N2",
  "method": "ωB97M-V/def2-TZVPD",
  "total_charge": 1,
  "relative_energy_kcal_mol": 58.7,
  "homo_lumo_gap_ev": 10.0,
  "e_lumo_ev": -3.30,
  "largest_force_ev_per_a": 2.72,
  "total_energy_ha": -307.52808,
  "smiles": "C=CC[C@@H]([NH3+])CN",
  "e_homo_ev": -13.25,
  "species": ["H", "H", "H", "C", "H", "H", "H", "N", "C", "H", "N", "H", "C", "H", "C", "H", "H", "C", "H", "H"],
  "xyz": [[-0.8779, 1.7708, -0.3261], [1.7142, -0.6963, 0.8689], [0.1904, -3.0573, 1.3527], [-0.1901, 0.1103, 0.6623], [0.7781, -1.6114, -0.3344], [0.3972, 2.8697, -2.3194], [1.4512, 0.0574, -1.4739], [-1.6368, -0.2404, 1.0431], [1.0998, 2.0457, -2.2968], [1.7485, 1.9137, -3.1549], [0.1113, -2.0834, 1.6343], [-1.6196, -0.4695, 2.0406], [0.9028, 0.9965, -1.4875], [0.7269, -2.0937, 2.4477], [-0.3986, 0.8417, -0.7282], [0.1391, 0.9352, 1.3134], [-2.2383, 0.5783, 0.9695], [0.7192, -1.1441, 0.6606], [-1.1072, 0.3537, -1.4075], [-1.9104, -1.0771, 0.5357]]
}

***

No. 5
{
  "formula": "C32H35FeN6O8S",
  "method": "ωB97M-V/def2-TZVPD",
  "s2": 8.7563,
  "multiplicity": 6,
  "relative_energy_kcal_mol": 0.0,
  "homo_lumo_gap_ev": [8.7, 8.1],
  "e_lumo_ev": [0.45, -0.42],
  "largest_force_ev_per_a": 0.50,
  "total_energy_ha": -3832.85067,
  "e_homo_ev": [-8.22, -8.52],
  "species": ["H", "H", "O", "O", "C", "C", "H", "C", "H", "H", "C", "C", "N", "H", "H", "C", "H", "C", "O", "C", "C", "Fe", "N", "C", "O", "H", "H", "C", "H", "H", "C", "H", "H", "C", "H", "C", "H", "H", "N", "H", "H", "C", "C", "H", "C", "C", "H", "C", "C", "H", "C", "O", "N", "O", "H", "H", "S", "H", "H", "C", "O", "H", "C", "C", "H", "H", "H", "C", "C", "C", "H", "O", "C", "N", "N", "H", "C", "H", "C", "C", "H", "H", "C"],
  "xyz": [[-2.3780, 3.4154, -3.5777], [-3.2185, -1.4801, 2.2428], [-1.4733, -3.0681, 2.1582], [-0.7925, -2.2515, -3.6145], [-0.5630, -0.8445, 1.8606], [0.7249, -0.7002, 5.9884], [1.0391, -0.6695, 7.0235], [3.2868, 1.7288, -0.3543], [-2.4764, 1.9826, -4.6012], [-4.0230, 2.4568, -2.0070], [3.0032, -2.0083, 0.7510], [-0.0889, -0.7868, 3.3111], [-2.9432, -0.0303, -2.1231], [-0.6835, 1.7026, 0.9384], [1.0368, -3.8045, -4.8428], [2.1659, 3.6952, 0.4284], [-0.1845, 3.2890, -2.3819], [3.3251, 4.4500, 0.2077], [2.0024, -0.2095, -1.4763], [2.1473, 2.3452, 0.1470], [-4.2026, 0.3388, 1.6835], [0.5101, -1.4147, -0.9429], [3.6463, -2.6753, 1.7166], [4.4591, 3.8153, -0.3047], [0.9688, -3.3846, -2.8045], [1.8729, 0.0789, 2.9269], [-2.3056, -1.6985, -1.0219], [1.1649, -0.2911, 3.6583], [5.3141, 1.9636, -0.9804], [4.0809, 6.3492, 0.1142], [-4.0468, 0.5122, -2.8984], [2.5488, -5.7510, 0.9059], [-5.1894, -0.0549, 1.8920], [-3.0891, -0.4638, 1.8957], [0.5156, 1.6577, -2.3320], [1.5693, -0.2554, 4.9879], [2.4740, 6.2632, 0.6282], [-2.6521, 3.1273, 0.5679], [-1.5345, 1.7236, -2.7425], [-4.7129, 2.4224, -3.6374], [-4.0632, 0.0530, -3.8943], [-1.8118, 0.0199, 1.6323], [-0.9347, -1.2284, 4.3279], [5.3608, 4.3897, -0.4783], [0.8387, -4.3069, -3.8969], [-3.9257, 2.0167, -3.0029], [-3.3368, -2.0670, -2.4051], [-2.5592, 2.3392, -3.5670], [-2.7827, 2.1182, 0.9409], [-4.9254, 2.2544, 1.0387], [-3.1642, -1.3631, -1.5880], [4.4379, -0.3260, -1.4770], [3.3568, 5.7920, 0.5335], [-0.6089, -2.5479, 0.1733], [3.9854, -4.5070, 2.5581], [-0.1665, -4.7255, -3.9189], [3.2754, 0.0139, -0.7072], [2.5541, 0.1229, 5.2280], [-1.9071, -1.6253, 4.0810], [1.9853, -3.9163, -0.0558], [-0.7728, 0.0600, -1.4468], [1.2461, 1.7655, 0.3079], [-0.2023, 2.2953, -2.8365], [-1.6702, 1.3206, 1.1572], [-4.9709, 0.2289, -2.3920], [-4.0346, -1.3435, -0.9293], [1.5759, -5.0858, -3.7236], [0.0447, -2.3693, -2.7575], [-4.0559, 1.6302, 1.2023], [2.6696, -4.6803, 0.8590], [0.0865, 2.3873, -3.8865], [0.4374, -0.3448, 0.9698], [-1.7265, 0.5456, -2.0972], [2.1276, -2.5877, -0.1052], [3.1805, -0.6493, 0.7066], [1.2816, 4.1774, 0.8287], [3.4674, -3.9841, 1.7609], [1.3427, -0.4442, 1.3208], [-0.9140, -2.2988, 1.4100], [-0.5316, -1.1849, 5.6506], [-1.2037, -1.5374, 6.4223], [1.2758, -4.3433, -0.7519], [4.4403, 2.4612, -0.5827]]
}

***

No. 6
{
  "formula": "Br3HNP",
  "method": "ωB97M-V/def2-TZVPD",
  "relative_energy_kcal_mol": 80.2,
  "homo_lumo_gap_ev": [7.9, 7.7],
  "e_lumo_ev": [-1.70, -1.37],
  "largest_force_ev_per_a": 2.87,
  "total_energy_ha": -8118.66031,
  "e_homo_ev": [-9.56, -9.06],
  "species": ["Br", "Br", "H", "N", "P", "Br"],
  "xyz": [[-1.0076, 1.7550, -0.8681], [-0.5435, -1.4614, -1.7529], [2.0998, 0.6849, 1.0959], [1.9576, -0.1175, 0.3045], [-0.3696, -0.1722, -0.0198], [-2.1367, -0.6888, 1.2405]]
}